Record 1
93
Properties=species:S:1:pos:R:3:forces:R:3 method="wB97M-V/def2-TZVPD" lumo_energy_ev=-1.943 homo_ev=-10.72 homo_lumo_gap_ev=8.780 charge=+1
C 3.703 -1.470 -2.130 0.2 0.1 -0.1
H -7.665 -0.435 2.225 -0.1 0.1 0.0
H -1.159 -1.388 3.140 -0.2 0.0 -0.2
H -7.485 -0.593 0.468 0.0 0.0 0.0
H 3.966 -0.949 -3.049 0.0 0.1 0.1
H -4.189 -1.369 4.365 0.0 -0.1 0.0
H -4.390 1.534 -0.835 -0.1 -0.2 0.3
Br 5.005 -0.790 4.079 0.0 -0.1 0.1
H -9.610 0.537 0.804 0.1 -0.1 0.0
C -1.093 2.233 -2.136 -0.7 0.0 0.0
Br -0.772 -3.982 -2.169 0.0 0.0 0.1
C -1.945 1.085 -2.517 1.3 0.1 0.0
H -8.483 1.804 0.284 0.0 0.0 0.0
C 5.260 -1.964 2.544 0.0 0.0 0.2
C 6.690 -2.420 2.417 0.1 0.1 -0.2
H 2.641 -0.009 2.805 -0.1 0.2 -0.3
H 7.125 -2.723 3.365 -0.1 0.0 0.0
C -2.012 1.038 2.715 -0.9 1.0 -0.6
Br 0.092 1.480 -6.590 -0.1 -0.1 0.0
H 8.545 2.037 -3.126 0.0 0.0 0.1
C -7.568 0.112 1.293 0.1 0.0 -0.1
Br 5.398 -1.883 -1.272 0.0 0.0 0.0
H 7.549 2.907 1.888 0.0 0.0 0.1
C 0.524 -0.571 2.235 -0.7 0.6 1.4
H 4.607 -2.815 2.727 0.0 0.0 0.0
Br 7.841 -1.026 1.694 0.1 -0.1 0.1
Br -2.728 -3.903 4.153 0.1 0.0 0.0
Br 4.980 3.752 4.601 0.0 -0.1 0.0
C -0.869 -1.035 2.145 0.7 -0.2 -0.2
C -2.406 2.851 -6.830 -0.2 0.0 -0.1
H 0.479 3.699 -1.460 -0.3 0.2 0.0
C 7.531 1.966 -3.513 0.1 -0.2 0.0
H -1.126 2.457 -8.502 0.0 0.0 0.0
H 3.235 -2.417 -2.375 -0.1 0.0 0.1
N -3.061 1.454 0.840 -1.1 0.7 -0.6
H -1.904 -6.177 -2.150 -0.1 0.0 0.0
C 6.596 3.016 3.805 0.0 0.2 0.1
H -1.940 -1.554 -0.190 -0.4 0.2 -0.2
H -1.876 3.645 -6.314 0.1 0.0 0.0
C 1.643 -0.210 2.465 -0.6 0.3 1.5
H 7.412 3.614 4.206 0.0 0.0 -0.1
C -1.984 -5.335 -1.466 0.1 0.0 -0.2
H 6.761 -3.242 1.708 -0.1 0.0 0.0
H -3.584 -3.542 6.460 0.0 0.1 0.0
Br 2.016 -1.572 0.221 1.1 -0.9 -2.2
H -1.619 1.050 3.720 0.1 -0.3 -0.2
Br -9.126 2.073 2.672 0.1 0.0 -0.1
H -4.591 2.857 0.368 0.0 -0.2 0.2
H -4.924 -1.357 5.980 0.0 0.0 0.0
H -3.698 -4.296 -2.310 0.1 0.0 0.0
H 6.687 1.994 4.162 0.0 0.0 -0.1
Br -3.389 1.854 -5.476 -0.1 0.1 -0.2
H -3.007 1.307 -2.418 0.1 -0.1 0.0
H 4.909 -1.422 1.671 0.1 0.0 0.0
H -0.954 -1.876 1.452 -0.1 0.2 0.0
Br -3.651 -3.608 0.084 -0.2 -0.3 0.1
Br 7.506 0.344 -4.586 -0.1 0.1 0.0
H 6.547 0.940 -1.866 0.0 0.0 0.0
C -1.495 1.947 -7.615 0.3 0.1 0.0
H -4.909 -3.686 5.291 0.0 0.0 0.0
C -2.369 -0.618 -0.563 0.5 0.7 0.4
C 6.538 1.895 -2.383 -0.1 0.2 0.1
Br 4.716 2.179 -3.020 0.0 -0.1 0.1
Br -5.845 1.037 1.346 -1.7 -1.1 0.9
H -3.213 2.814 -0.694 -0.2 -0.1 0.1
H -1.759 0.886 -3.580 -0.1 0.1 0.3
H -3.166 3.286 -7.476 0.0 0.0 0.0
H 6.716 2.693 -1.665 0.0 0.0 0.0
H 2.019 -0.179 -1.824 0.0 0.0 0.0
C -8.700 1.076 1.059 -0.2 0.0 0.2
C 6.563 3.109 2.303 0.1 -0.2 -0.1
H -1.601 -5.624 -0.493 -0.1 0.0 0.0
H -3.399 -0.816 -0.874 0.2 0.0 -0.2
H 6.210 4.069 1.941 0.0 0.0 0.1
C -3.902 2.179 -0.113 2.0 1.3 -1.6
H -0.430 0.008 -1.395 -0.2 -0.1 0.2
H 3.410 0.222 -0.797 0.0 0.0 0.0
H -1.970 1.015 -7.905 0.0 0.0 0.0
Br 5.397 1.751 1.542 -0.2 0.3 -0.3
H 7.345 2.795 -4.189 0.0 0.0 0.0
C -3.400 -4.830 -1.413 -0.1 -0.1 0.2
C -2.421 0.300 0.628 0.6 0.1 0.7
C -2.848 1.936 2.112 1.0 -1.0 0.6
C -4.081 -1.711 5.390 0.0 0.1 0.3
N -1.770 0.066 1.776 0.5 -0.7 0.9
Br -2.522 -0.803 6.123 0.0 0.0 -0.1
H -4.093 -5.649 -1.236 0.0 0.0 0.0
C -1.461 -0.155 -1.715 -0.7 -0.2 -0.7
H -3.272 2.831 2.538 -0.1 0.0 -0.4
H -1.434 -0.988 -2.428 0.0 0.0 0.3
C -3.953 -3.209 5.495 -0.1 0.0 -0.2
C 2.850 -0.590 -1.252 -0.2 -0.4 -0.2
C -0.357 3.101 -1.753 0.5 -0.3 0.0

***

Record 2
54
Properties=species:S:1:pos:R:3:forces:R:3 method="wB97M-V/def2-TZVPD" lumo_energy_ev="2.069 / 2.439" homo_ev="-4.52 / -4.63" multiplicity=5 homo_lumo_gap_ev="6.590 / 7.073" relative_energy_ev=1.451 charge=-1
H 2.334 3.442 -2.775 -0.7 0.4 0.4
C 3.953 -0.792 1.110 2.6 -0.5 -1.1
C -2.407 0.142 3.169 0.2 1.6 1.3
C 1.606 -0.323 0.726 -0.2 0.8 -0.5
H 2.050 1.105 -2.261 -0.4 0.4 -0.2
C 3.889 -0.250 2.369 -0.7 0.5 1.0
H -1.664 5.504 -1.017 -0.2 0.3 0.2
Mn -2.206 -0.272 0.327 -0.4 0.8 0.5
H 1.803 -4.884 -1.890 -0.8 0.6 -0.3
C -1.365 -0.981 3.570 -2.6 1.1 2.2
H 0.885 5.198 -1.602 -0.6 0.0 -0.5
C 2.656 0.298 2.843 1.2 -0.4 -1.1
C 0.224 1.358 -1.169 0.8 1.5 -0.2
C 2.840 -0.798 0.313 -0.3 -0.6 -1.4
C 1.272 -3.972 -2.231 -0.2 1.7 -0.1
H -1.955 -1.555 4.349 0.4 0.4 -0.5
H 4.966 -1.157 0.619 -2.1 0.7 1.4
C -2.565 4.037 0.312 -0.9 0.2 1.2
F -4.242 -2.442 -0.053 -1.0 0.1 0.5
H -0.552 -0.556 4.168 0.0 0.1 -0.6
O -3.125 -0.040 2.113 0.7 -0.7 -0.5
C 0.158 -1.504 -3.029 1.2 -0.2 0.1
P 0.218 -0.312 -0.539 -1.6 -0.1 2.7
H -3.186 2.438 1.697 0.5 0.1 -1.1
H -3.362 4.726 0.704 0.8 -0.8 -0.5
C -1.661 1.791 0.330 0.6 -1.1 -0.2
H 2.634 0.730 3.850 -0.2 -0.1 -0.5
C 1.405 3.210 -2.219 0.6 -0.1 0.4
H 1.397 -4.451 -4.359 -0.3 0.6 0.5
C -0.713 2.310 -0.562 1.8 -1.5 -1.7
H 2.972 -1.168 -0.715 -0.3 0.0 0.5
C -0.595 3.673 -0.945 0.5 0.0 -0.2
O -2.540 1.134 3.916 0.4 -1.6 -0.7
C -2.925 -2.178 -0.221 0.4 0.5 0.3
C 0.542 -2.425 -4.010 0.2 -1.1 0.1
C 0.553 4.162 -1.659 0.8 -2.2 -0.2
H 4.797 -0.206 2.968 -0.3 0.0 0.1
C 1.553 0.339 1.972 0.5 -0.7 0.8
C 0.523 -1.660 -1.663 0.1 -1.5 -1.4
H -0.050 -2.148 2.622 -0.5 -0.4 -0.4
C 0.985 -2.940 -1.259 0.5 -0.9 -0.8
C -1.645 4.520 -0.578 -0.2 -0.2 0.6
H 1.180 -3.220 -0.206 -0.1 0.6 -0.7
C 1.260 1.807 -1.951 -0.3 0.5 -0.1
H 0.692 0.849 2.367 -0.6 -0.1 -0.4
C -2.507 2.689 0.840 -1.8 2.4 1.6
N -0.989 -1.782 2.492 1.1 -0.3 -1.3
C 1.070 -3.701 -3.613 0.3 0.7 0.6
H -1.700 -2.448 2.226 0.4 -0.3 -0.1
F -2.290 -3.322 0.232 0.6 -0.4 0.6
H -2.788 -2.181 -1.264 0.4 -0.1 -1.7
I -3.571 0.919 -1.973 0.1 -0.8 0.0
H 0.490 -2.127 -5.095 -0.3 -0.6 1.3
H -0.305 -0.587 -3.350 0.0 0.3 0.0

***

Record 3
67
Properties=species:S:1:pos:R:3:forces:R:3 method="wB97M-V/def2-TZVPD" lumo_energy_ev=-0.262 homo_ev=-7.80 homo_lumo_gap_ev=7.534 relative_energy_ev=0.000 charge=0
N 0.360 0.914 -3.061 0.3 0.0 -0.3
C -3.209 0.897 -1.599 -0.1 0.4 -0.6
H 6.176 -3.886 2.179 0.0 0.2 -0.2
C -0.716 -0.641 2.949 0.2 0.2 0.0
C 1.644 0.820 3.142 0.0 0.1 0.3
O 7.261 -1.371 0.908 0.0 -0.2 0.1
C -0.236 -0.307 -3.286 -0.3 -0.5 0.1
H -2.719 -1.382 6.225 0.0 0.1 0.1
H 4.313 -3.052 2.796 0.0 0.0 0.0
N -0.216 1.300 -0.806 0.4 -0.5 -0.3
H -3.282 -2.554 4.131 -0.1 -0.1 0.0
C 2.730 -2.707 1.416 0.0 0.1 -0.1
H 0.748 1.349 -3.889 -0.1 -0.1 0.3
C 3.336 -1.650 -0.665 -0.1 0.0 0.1
H 0.927 3.429 -3.144 0.0 0.0 -0.1
C -0.021 -0.318 1.751 0.2 0.1 -0.5
H -1.858 -2.613 -1.667 0.0 0.0 -0.2
S -3.494 2.964 -3.267 0.0 -0.5 0.1
C -3.305 2.241 -1.668 0.1 0.2 -0.2
H 0.651 5.037 -1.280 0.0 0.2 -0.1
H 5.420 -1.165 -0.879 0.0 0.0 0.0
C 0.872 0.670 4.260 0.2 0.1 -0.2
C -1.432 -2.708 -3.781 0.0 0.0 0.0
S -2.954 -0.061 -0.195 -0.1 -0.6 0.6
H -0.840 -2.439 -5.837 0.0 0.0 -0.1
C -3.613 1.476 -4.156 0.1 -0.1 0.3
H -5.041 4.955 -0.072 -0.1 0.1 0.0
C -0.828 -2.030 -4.839 0.0 0.2 0.4
S -3.479 0.069 -3.140 -0.1 0.7 0.1
Al -0.633 -0.684 -0.174 0.2 0.7 0.1
C -0.131 3.536 0.045 0.1 -0.1 -0.1
H 2.594 1.327 3.199 0.1 0.1 0.0
O 6.893 -3.259 2.009 0.3 -0.1 0.3
H -5.588 3.310 0.345 -0.1 0.0 0.0
C 6.478 -2.201 1.281 0.0 0.1 -0.1
H 1.175 1.080 5.215 0.1 0.0 0.0
Br -2.168 -2.627 1.463 -0.1 -0.1 0.5
C 2.372 -2.233 0.156 0.0 0.0 0.2
C 0.227 1.753 -1.983 0.0 0.5 0.2
C -2.488 -1.824 4.143 0.0 -0.1 -0.4
C 1.175 0.364 1.902 -0.4 -0.4 -0.3
C -1.787 -1.557 3.002 -0.3 -0.3 0.1
C 4.651 -1.608 -0.260 0.3 0.0 0.2
H 1.968 -3.092 2.078 -0.1 -0.1 0.0
H 1.777 0.566 1.022 0.1 0.1 0.0
C 5.029 -2.172 0.959 -0.3 0.1 -0.1
C 0.400 3.998 -1.151 -0.1 -0.4 0.0
S -3.270 3.376 -0.326 -0.3 0.2 -0.1
H -1.912 -3.660 -3.938 -0.1 -0.1 0.1
C -1.079 -0.322 5.359 -0.2 -0.1 0.2
C 4.051 -2.687 1.810 0.3 0.1 -0.1
S 0.771 -2.518 -0.485 -0.2 -0.2 -0.4
H 0.220 -0.243 -5.388 0.0 0.1 -0.1
H -5.404 3.791 -1.368 -0.1 0.1 0.0
H -0.324 4.204 0.863 -0.1 0.1 0.2
C -0.424 2.199 0.161 -0.1 0.6 0.4
S -3.791 1.379 -5.775 0.0 0.0 -0.3
C -2.152 -1.165 5.333 0.2 0.1 0.1
C 0.561 3.104 -2.181 0.0 -0.1 0.1
C -1.400 -2.137 -2.532 0.0 -0.3 -0.2
H -0.775 0.155 6.279 0.0 0.0 0.1
N -0.798 -0.966 -2.273 0.1 0.1 -0.2
C -0.238 -0.813 -4.593 0.0 -0.1 0.1
C -5.022 3.910 -0.359 0.4 -0.3 0.1
H 3.032 -1.252 -1.624 0.0 0.0 0.0
H -0.862 1.808 1.065 0.0 0.0 0.1
C -0.320 -0.077 4.197 -0.1 -0.1 -0.2

***

Record 4
99
Properties=species:S:1:pos:R:3:forces:R:3 method="wB97M-V/def2-TZVPD" lumo_energy_ev="4.166 / 4.163" homo_ev="-0.47 / -2.88" multiplicity=3 homo_lumo_gap_ev="4.640 / 7.048" relative_energy_ev=0.000 charge=-2
H 1.101 6.423 -0.229 0.0 0.0 0.0
C 1.048 -6.803 -0.485 0.0 -0.1 -0.1
H 2.416 -6.697 1.029 0.0 0.0 0.0
C -1.432 0.622 3.937 0.0 0.0 0.0
C -2.673 -0.481 -5.074 0.0 0.0 0.0
H -0.332 2.000 2.712 0.0 0.0 0.0
C 1.034 -0.308 2.555 -0.1 0.0 -0.1
C -0.715 -1.183 -3.839 0.0 0.0 0.0
C -0.515 -4.921 -0.962 0.0 0.0 0.0
C 1.264 0.391 -2.105 -0.1 -0.1 0.1
H -1.764 -3.213 -1.221 0.0 0.0 0.0
H -1.493 -2.205 -5.547 0.0 0.0 0.0
C 1.960 0.021 1.450 -0.1 -0.1 0.2
H 2.091 5.577 -2.300 0.0 0.0 0.0
C -5.881 -0.419 -1.340 -0.1 0.0 0.0
H -1.099 5.931 -0.044 0.0 0.0 0.0
C 0.442 -2.133 -3.698 0.0 0.0 0.0
C -1.405 4.886 -0.133 0.0 0.0 0.0
C -2.820 0.600 -4.219 0.0 0.0 0.0
H -3.044 2.504 -2.464 0.0 0.0 0.0
O 1.729 0.682 -3.209 0.0 0.0 0.0
C -3.260 -0.487 5.066 0.0 0.0 0.0
H 2.488 3.185 -1.649 0.0 0.0 0.0
C -4.562 -0.794 -1.181 0.1 0.0 0.0
C -6.395 0.658 -0.633 0.0 0.0 0.0
H 1.805 -2.406 0.708 0.0 0.0 0.0
C -2.433 0.612 4.899 0.0 0.0 0.0
C 1.547 -4.446 0.171 0.0 -0.1 0.0
H -3.638 1.299 -4.359 0.0 0.0 0.0
H -5.919 2.190 0.807 0.0 0.0 0.0
C -1.933 0.807 -3.170 0.0 0.0 0.0
C -0.832 -3.602 -0.837 0.0 0.0 0.0
C -3.653 -0.134 -0.312 -0.2 0.1 -0.2
H -3.716 -2.464 4.371 0.0 0.0 0.0
H 2.527 -4.704 0.549 0.0 0.0 0.0
H 1.660 7.567 1.957 0.0 0.0 0.0
C 1.519 3.649 -1.463 0.0 0.0 0.0
H 0.345 1.766 4.314 0.0 0.0 0.0
C -0.592 1.855 3.761 0.0 0.0 0.0
H -2.250 -2.666 1.413 0.0 0.0 0.0
H -3.379 -0.640 -5.881 0.0 0.0 0.0
H 3.744 0.176 2.573 0.0 0.0 0.0
Ti -0.615 -0.655 0.041 0.4 0.1 -0.2
C 3.423 0.621 -0.795 0.0 0.0 0.0
H 0.402 6.353 2.190 0.0 0.0 0.0
N -0.026 -2.682 -0.230 -0.2 0.2 0.0
H -0.822 2.922 0.554 0.0 0.1 0.0
C -1.904 -2.847 2.434 0.0 0.0 0.0
H -1.200 -5.598 -1.451 0.0 0.0 0.0
H -0.717 4.157 1.779 0.0 0.0 0.0
H 0.351 5.309 -2.276 0.0 0.0 0.0
C 1.447 6.495 1.909 0.0 0.0 -0.1
H -2.449 4.813 0.183 0.0 0.0 0.0
C -5.558 1.346 0.235 -0.1 0.0 0.0
C 1.314 4.819 -2.419 0.0 0.0 0.0
H -6.502 -0.978 -2.028 0.0 0.0 0.0
H 2.271 -8.192 0.269 0.0 0.0 0.0
H -0.855 -3.139 2.376 0.0 0.0 0.0
H 3.953 0.848 -1.711 0.0 0.0 0.0
N -0.033 0.054 -1.833 0.1 0.0 -0.3
C -4.242 0.959 0.380 0.2 -0.1 0.0
C 1.718 5.924 0.519 0.0 0.0 0.0
N -2.369 -0.490 -0.184 0.4 -0.2 0.4
H -1.369 4.609 -1.186 0.0 0.0 0.0
Cl -3.986 -2.151 -2.101 0.0 0.0 0.0
H -2.478 -3.679 2.843 0.0 0.0 0.0
C 4.071 0.556 0.454 0.1 0.0 0.0
S 0.170 -8.002 -1.301 0.0 0.0 0.0
C -0.889 -0.104 -2.961 0.0 0.0 0.0
H 5.135 0.736 0.535 0.0 0.0 0.0
C -3.077 -1.595 4.255 0.0 0.0 0.0
H 2.762 6.087 0.240 0.0 0.0 0.0
N 2.224 -7.189 0.168 0.0 0.0 0.0
H -1.957 1.803 -1.253 0.0 0.0 0.0
H 1.315 -1.728 -4.214 0.0 0.0 0.0
C -1.250 -0.504 3.119 0.0 -0.1 0.0
N 1.337 0.071 0.237 -0.5 -0.1 0.0
H -7.428 0.954 -0.755 0.0 0.0 0.0
H 0.197 -3.108 -4.121 0.0 0.0 0.0
C -2.070 2.036 -2.313 0.0 -0.1 0.0
C 0.706 -5.431 -0.434 0.0 0.0 0.0
H 0.723 -2.272 -2.656 0.0 0.0 0.0
H -1.295 2.760 -2.579 0.0 0.0 0.0
H 2.060 5.994 2.661 0.0 0.0 0.0
H -1.133 2.737 4.113 0.0 0.0 0.0
As 1.415 3.964 0.484 0.1 0.1 0.0
H -4.041 -0.478 5.817 0.0 0.0 0.0
N -0.259 -0.482 2.098 0.1 0.0 0.2
C -2.080 -1.621 3.285 0.1 0.0 0.0
C 1.156 -3.141 0.249 0.1 0.0 0.0
H 0.782 2.866 -1.658 0.0 0.0 0.0
Cl -3.232 1.858 1.471 -0.1 0.0 0.0
C 3.309 0.245 1.584 -0.1 0.1 0.0
C -0.540 3.966 0.717 0.0 -0.1 0.0
H 1.356 4.459 -3.450 0.0 0.0 0.0
C 2.078 0.381 -0.864 0.0 0.0 -0.2
C -1.619 -1.356 -4.883 0.0 0.0 0.0
O 1.402 -0.393 3.728 0.0 0.0 0.0
H -2.575 1.495 5.514 0.0 0.0 0.0

***

E (Ha)
-42388.48124, -3160.32241, -6715.59735, -6472.43447